Entry 1:
This record from OMol25 describes one molecule with the formula C13H19NO3. The level of theory is ωB97M-V/def2-TZVPD.

The calculation puts the total energy at -21421.7288 eV. As for the molecular weight: 237.30 g mol⁻¹. As for the net charge: 0. The value obtained for the energy above the lowest of the compared OMol25 structures with the same formula, charge and spin is 92.78 kJ/mol. For the strongest force on any atom, the calculation gives 0.55 eV/A. Its SMILES is COCCCNC(=O)Cc1ccccc1OC. The value obtained for the HOMO energy is -0.31710 Eh. The lowest unoccupied orbital energy is 0.61 eV.

Geometry (Å):
1 C -6.131 -0.285 -0.915
2 O -4.897 -0.229 -0.252
3 C -4.256 1.017 -0.376
4 C -2.914 0.957 0.344
5 C -1.956 -0.015 -0.345
6 N -0.689 -0.078 0.341
7 C -0.140 -1.223 0.792
8 O -0.646 -2.316 0.663
9 C 1.214 -1.005 1.474
10 C 2.248 -0.651 0.444
11 C 2.967 -1.646 -0.197
12 C 3.917 -1.340 -1.157
13 C 4.157 -0.019 -1.481
14 C 3.446 0.994 -0.858
15 C 2.487 0.687 0.095
16 O 1.722 1.629 0.745
17 C 2.005 2.990 0.530
18 H -6.528 -1.285 -0.751
19 H -6.834 0.458 -0.516
20 H -6.014 -0.111 -1.993
21 H -4.886 1.809 0.065
22 H -4.106 1.261 -1.441
23 H -2.478 1.959 0.363
24 H -3.082 0.627 1.369
25 H -2.379 -1.021 -0.335
26 H -1.800 0.294 -1.386
27 H -0.180 0.784 0.477
28 H 1.123 -0.204 2.207
29 H 1.487 -1.934 1.974
30 H 2.774 -2.675 0.064
31 H 4.468 -2.130 -1.645
32 H 4.899 0.236 -2.223
33 H 3.648 2.018 -1.129
34 H 1.334 3.539 1.190
35 H 1.810 3.283 -0.507
36 H 3.040 3.231 0.788

***

Entry 2:
This record from OMol25 describes one molecule with the formula C4H9NO. The level of theory is ωB97M-V/def2-TZVPD.

The calculation puts the total energy at -7830.8161 eV. As for the molecular weight: 87.12 g mol⁻¹. As for the net charge: 0. The value obtained for the energy above the lowest of the compared OMol25 structures with the same formula, charge and spin is 145.10 kJ/mol. For the strongest force on any atom, the calculation gives 0.45 eV/A. Its SMILES is CCO/C=N/C. The value obtained for the HOMO energy is -0.34766 Eh. The lowest unoccupied orbital energy is 1.13 eV.

Geometry (Å):
1 C 0.893 -1.678 1.923
2 C 0.652 -0.656 0.839
3 O -0.590 -0.970 0.194
4 C -0.941 -0.076 -0.745
5 N -0.153 0.835 -1.113
6 C -0.628 1.969 -1.858
7 H 0.108 -1.638 2.684
8 H 0.923 -2.687 1.503
9 H 1.854 -1.472 2.405
10 H 0.590 0.362 1.244
11 H 1.450 -0.647 0.089
12 H -1.969 -0.248 -1.091
13 H 0.085 2.250 -2.638
14 H -0.645 2.789 -1.133
15 H -1.631 1.868 -2.303

***

Entry 3:
This record from OMol25 describes C32H44BrN7O2PS2V as an isolated structure. The level of theory is ωB97M-V/def2-TZVPD.

The calculation puts the total energy at -175114.8532 eV. As for the molecular weight: 784.71 g mol⁻¹. As for the net charge: -1. The value obtained for the energy above the lowest of the compared OMol25 structures with the same formula, charge and spin is 0.00 kJ/mol. For the strongest force on any atom, the calculation gives 1.97 eV/A. The value obtained for the HOMO energy (alpha / beta) is -0.09069 / -0.12842 Eh. The lowest unoccupied orbital energy (alpha / beta) is 1.95 / 1.94 eV. Its spin multiplicity is 2.

Geometry (Å):
1 V -0.060 0.055 -0.179
2 O -5.589 1.084 -3.977
3 C -4.554 0.810 -3.143
4 C -4.483 -0.363 -2.397
5 C -3.384 -0.556 -1.580
6 N -2.406 0.340 -1.482
7 C -2.505 1.440 -2.189
8 Br -1.023 2.605 -1.918
9 C -3.539 1.753 -3.047
10 H -6.211 0.349 -3.966
11 H -5.264 -1.110 -2.457
12 H -3.255 -1.449 -0.977
13 H -3.565 2.667 -3.621
14 N -1.556 1.120 1.225
15 N -1.175 2.077 2.182
16 C 0.106 2.524 2.202
17 N 0.391 3.356 3.239
18 S 1.239 2.059 1.072
19 H -2.305 1.521 0.674
20 H -1.885 0.265 1.719
21 H -1.672 2.033 3.062
22 H -0.355 3.896 3.647
23 H 1.293 3.799 3.196
24 C 2.566 -2.635 3.661
25 C 1.785 -1.507 2.979
26 C 2.255 -0.181 3.552
27 P 1.537 -1.460 1.122
28 C 1.288 -3.320 0.885
29 C 2.587 -4.096 0.665
30 C 0.289 -3.770 -0.181
31 C 3.101 -0.989 0.316
32 C 4.348 -1.423 0.774
33 C 5.548 -1.137 0.148
34 C 6.866 -1.625 0.689
35 C 5.468 -0.380 -1.026
36 C 4.269 0.089 -1.506
37 C 3.029 -0.149 -0.844
38 N 1.871 0.371 -1.299
39 C 1.901 0.918 -2.614
40 C 1.714 0.064 -3.721
41 C 1.651 -1.424 -3.547
42 C 1.682 0.605 -5.002
43 C 1.873 1.962 -5.233
44 C 1.796 2.532 -6.625
45 C 2.145 2.768 -4.142
46 C 2.177 2.278 -2.837
47 C 2.513 3.168 -1.684
48 H 2.419 -2.536 4.741
49 H 3.641 -2.575 3.485
50 H 2.217 -3.624 3.381
51 H 0.738 -1.662 3.277
52 H 3.228 0.121 3.153
53 H 2.350 -0.274 4.639
54 H 1.568 0.629 3.349
55 H 0.836 -3.604 1.841
56 H 3.003 -3.854 -0.315
57 H 2.366 -5.168 0.678
58 H 3.360 -3.907 1.404
59 H 0.622 -3.504 -1.183
60 H -0.693 -3.332 -0.025
61 H 0.205 -4.861 -0.123
62 H 4.383 -2.032 1.668
63 H 6.712 -2.276 1.552
64 H 7.508 -0.800 1.011
65 H 7.425 -2.195 -0.058
66 H 6.375 -0.143 -1.577
67 H 4.270 0.675 -2.418
68 H 1.029 -1.695 -2.699
69 H 2.654 -1.817 -3.345
70 H 1.278 -1.902 -4.455
71 H 1.530 -0.060 -5.848
72 H 2.129 1.805 -7.368
73 H 2.418 3.424 -6.723
74 H 0.772 2.817 -6.882
75 H 2.345 3.826 -4.301
76 H 2.704 4.197 -1.999
77 H 3.373 2.849 -1.096
78 H 1.641 3.133 -1.031
79 O -0.310 -1.303 -0.975
80 S -2.379 -1.728 2.138
81 C -3.161 -2.555 3.448
82 N -4.426 -3.050 3.155
83 C -5.174 -3.772 4.088
84 C -4.605 -3.962 5.323
85 C -3.344 -3.441 5.570
86 N -2.623 -2.734 4.617
87 H -4.758 -2.882 2.223
88 H -6.141 -4.134 3.779
89 H -5.138 -4.513 6.087
90 H -2.860 -3.572 6.528

***

Entry 4:
This record from OMol25 describes a 2-piece molecular cluster, C2H2Br2OS overall. The level of theory is ωB97M-V/def2-TZVPD.

The calculation puts the total energy at -155070.4093 eV. As for the molecular weight: 233.91 g mol⁻¹. As for the net charge: 0. The value obtained for the energy above the lowest of the compared OMol25 structures with the same formula, charge and spin is 308.75 kJ/mol. For the strongest force on any atom, the calculation gives 3.14 eV/A. The value obtained for the HOMO energy (alpha / beta) is -0.33299 / -0.28225 Eh. The lowest unoccupied orbital energy (alpha / beta) is -0.28 / -1.52 eV.

Geometry (Å):
1 C 1.075 1.199 -0.544
2 C -0.527 -0.711 0.834
3 O 2.194 1.001 -0.883
4 S -1.502 -1.659 -0.255
5 Br -0.022 2.672 -1.063
6 Br -1.297 0.599 1.887
7 H 0.534 -0.793 0.559
8 H -0.455 -2.308 -0.535

***

Entry 5:
This record from OMol25 describes one molecule with the formula C5H8O2. The level of theory is ωB97M-V/def2-TZVPD.

The calculation puts the total energy at -9407.3117 eV. As for the molecular weight: 100.12 g mol⁻¹. As for the net charge: 0. The value obtained for the energy above the lowest of the compared OMol25 structures with the same formula, charge and spin is 243.19 kJ/mol. For the strongest force on any atom, the calculation gives 0.37 eV/A. Its SMILES is C[C@H]1OC12COC2. The value obtained for the HOMO energy is -0.36251 Eh. The lowest unoccupied orbital energy is 0.98 eV.

Geometry (Å):
1 C 2.005 -0.408 0.510
2 C 0.896 0.616 0.442
3 O 0.585 1.088 -0.878
4 C -0.385 0.336 -0.204
5 C -1.817 0.790 0.031
6 O -2.294 -0.521 -0.319
7 C -0.983 -0.967 -0.705
8 H 2.447 -0.461 1.510
9 H 1.656 -1.409 0.234
10 H 2.792 -0.123 -0.196
11 H 0.924 1.412 1.189
12 H -2.110 1.085 1.045
13 H -2.141 1.554 -0.689
14 H -0.883 -1.103 -1.789
15 H -0.692 -1.888 -0.183